Run w
DFT (the ωB97M-V functional and the def2-TZVPD basis) results for a single CH3FOS molecule.

Atoms and positions in Å:
O  -0.82952  -0.04902  -1.24972
C  -0.05166  -0.38203  -0.20247
F  1.20626  -0.71612  -0.65555
S  0.04498  1.23931  1.25128
H  -0.42204  0.58108  -1.92209
H  -0.63544  -1.15072  0.42381
H  0.68742  0.47750  2.35475

The gap between HOMO and LUMO is 9.999 eV. For the highest occupied orbital energy, the calculation gives -9.382 eV. Its multiplicity is 1. The value obtained for the molar mass is 82.10 g mol⁻¹. As for the lowest unoccupied orbital energy: 0.0227 Eh. The charge is 0.

=====

Run x
DFT (the ωB97M-V functional and the def2-TZVPD basis) results for 2 unconnected molecules or ions with the total composition CH3FOS.

Atoms and positions in Å:
C  0.10451  -0.47450  0.86282
S  -1.37136  -0.84481  0.39939
H  0.86284  -1.07151  0.59085
H  0.25298  0.32622  1.75020
O  -1.28489  2.10106  1.68339
F  -1.34633  3.37144  1.05799
H  -2.04905  1.71898  1.29907

The gap between HOMO and LUMO is 8.632 eV. For the highest occupied orbital energy, the calculation gives -9.214 eV. Its multiplicity is 1. The value obtained for the molar mass is 82.10 g mol⁻¹. As for the lowest unoccupied orbital energy: -0.0214 Eh. The charge is 0.

=====

Which of them is the most stable, and which is the least stable? run w and run x, in that order.

=====

Run w
DFT (the ωB97M-V functional and the def2-TZVPD basis) results for 5 unconnected molecules or ions with the total composition C2H10NO4.

Atoms and positions in Å:
O  0.66902  1.06653  1.08560
C  0.79583  -0.01585  1.80986
O  -2.49840  -0.11088  1.19859
C  1.00520  -1.24641  1.19586
N  1.61569  -1.31434  -0.09216
H  -3.27774  0.40374  1.42501
H  0.89000  0.11650  2.92571
H  0.89563  -2.23046  1.64544
H  2.69257  -1.44248  0.03151
H  -0.59254  -0.33514  -0.62066
H  1.28194  -0.66191  -0.77765
H  -0.14606  0.80696  -2.06618
H  -2.09072  1.78190  -1.99060
O  -1.58479  1.07884  -1.54252
H  -2.03537  0.32522  0.41977
H  1.51632  1.22269  -2.40376
O  0.86342  0.55509  -2.24380

The gap between HOMO and LUMO is 5.404 eV. For the highest occupied orbital energy, the calculation gives -14.377 eV. Its multiplicity is 1. The value obtained for the molar mass is 112.10 g mol⁻¹. As for the lowest unoccupied orbital energy: -0.3297 Eh. The charge is +1.

=====

Run x
DFT (the ωB97M-V functional and the def2-TZVPD basis) results for 3 unconnected molecules or ions with the total composition C2H10NO4.

Atoms and positions in Å:
O  -1.48697  0.95036  -0.86636
C  -1.33118  0.61377  0.27609
O  -1.26292  1.34467  1.35271
C  -1.06631  -0.86594  0.63777
N  -0.65087  -1.50726  -0.66578
H  -1.30962  2.29087  1.15648
H  -0.26623  -1.04601  1.35439
H  -1.95904  -1.34142  1.03974
H  -1.18973  -2.34391  -0.83373
H  -0.87078  -0.79220  -1.38766
H  0.42023  -1.51330  -0.79509
H  2.36568  -0.38097  -1.10459
H  2.00621  -0.92555  -2.43030
O  1.67440  -0.87225  -1.53349
H  1.49572  1.67125  1.90759
H  2.05682  2.70035  0.89628
O  1.37458  2.01752  0.99594

The gap between HOMO and LUMO is 12.104 eV. For the highest occupied orbital energy, the calculation gives -15.200 eV. Its multiplicity is 1. The value obtained for the molar mass is 112.10 g mol⁻¹. As for the lowest unoccupied orbital energy: -0.1138 Eh. The charge is +1.

=====

Which of them is the most stable, and which is the least stable? run x and run w, in that order.

=====

Run w
DFT (the ωB97M-V functional and the def2-TZVPD basis) results for a molecular structure, C7H15N3.

Atoms and positions in Å:
C  1.25352  -0.85443  0.19487
C  2.41412  -1.27994  -0.70745
C  1.69488  -0.74716  1.65114
C  -0.14477  0.51224  -1.29039
N  0.74077  0.44990  -0.25268
H  0.45376  -1.60146  0.11836
H  2.09992  -1.34200  -1.74969
H  3.23107  -0.55990  -0.64002
H  2.78741  -2.25933  -0.40514
H  0.85660  -0.48025  2.29650
H  2.46613  0.01806  1.76011
H  2.10578  -1.69722  1.99234
H  -0.22013  1.49003  -1.75926
H  -0.07574  -0.31462  -1.98890
C  -1.92409  0.25112  -0.76091
N  -1.95930  -0.81967  0.11680
C  -1.90627  1.90591  0.42103
C  -1.07000  2.00351  1.33710
N  -2.76829  0.26539  -1.72634
H  -1.62942  -0.63317  1.05001
H  -2.81054  -1.36152  0.06747
H  -2.59531  1.03679  -2.36837
H  -2.75996  2.35684  -0.04378
H  -0.70935  2.56877  2.17017
H  0.46918  1.09212  0.51702

The gap between HOMO and LUMO is 7.764 eV. For the highest occupied orbital energy, the calculation gives -7.903 eV. Its multiplicity is 1. The value obtained for the molar mass is 141.22 g mol⁻¹. As for the lowest unoccupied orbital energy: -0.0051 Eh. The charge is 0.

=====

Run x
DFT (the ωB97M-V functional and the def2-TZVPD basis) results for a molecular structure, C7H15N3.

Atoms and positions in Å:
C  0.95495  -0.86881  0.43124
C  1.90696  -0.12590  1.36377
C  -1.77075  1.95760  -0.80281
C  -1.68050  -0.61655  1.14804
C  0.61890  1.25291  -0.83138
C  -0.65195  0.97075  -0.59570
C  -0.85686  -0.42154  -0.11413
N  1.63074  -1.54015  -0.67972
N  -1.26570  -1.30821  -1.12614
N  1.58775  1.73737  -1.38716
H  0.53358  -1.67937  1.03441
H  2.15416  -0.86301  -1.23264
H  2.31588  -2.20742  -0.32970
H  -0.52388  -1.44937  -1.80925
H  -1.57950  -2.21334  -0.79395
H  2.00062  2.52499  -0.88415
H  2.58770  -0.83068  1.85815
H  1.35890  0.42979  2.13005
H  2.56221  0.56634  0.82678
H  -2.48280  1.97245  0.02736
H  -1.36821  2.96942  -0.89564
H  -2.32238  1.73668  -1.72306
H  -1.29521  0.01566  1.94791
H  -2.72793  -0.34757  0.96146
H  -1.68668  -1.66205  1.47627

The gap between HOMO and LUMO is 9.078 eV. For the highest occupied orbital energy, the calculation gives -8.171 eV. Its multiplicity is 1. The value obtained for the molar mass is 141.22 g mol⁻¹. As for the lowest unoccupied orbital energy: 0.0334 Eh. The charge is 0.

=====

Which of them is the most stable, and which is the least stable? run x and run w, in that order.

=====

Run w
DFT (the ωB97M-V functional and the def2-TZVPD basis) results for 2 unconnected molecules or ions with the total composition C3H10NS.

Atoms and positions in Å:
C  -2.16781  0.45868  0.81821
S  -1.71021  1.41915  -0.68377
H  -3.14621  -0.02488  0.75590
H  -1.41601  -0.33577  0.93660
H  -2.09379  1.13878  1.63844
C  0.61594  -0.90030  -1.28351
N  1.22242  0.34223  -0.76789
C  1.67082  0.17490  0.58919
H  1.30964  -1.65921  -1.50853
H  -0.00601  -1.33420  -0.49355
H  -0.14234  -0.64740  -2.08369
H  0.38093  1.00462  -0.75658
H  2.32162  1.09667  0.90351
H  2.42229  -0.74991  0.74712
H  0.73872  0.01663  1.18854

The gap between HOMO and LUMO is 6.719 eV. For the highest occupied orbital energy, the calculation gives -2.490 eV. Its multiplicity is 1. The value obtained for the molar mass is 92.19 g mol⁻¹. As for the lowest unoccupied orbital energy: 0.1554 Eh. The charge is -1.

=====

Run x
DFT (the ωB97M-V functional and the def2-TZVPD basis) results for 2 unconnected molecules or ions with the total composition C3H10NS.

Atoms and positions in Å:
C  -2.96523  0.01917  -0.78277
S  -1.47658  -0.81932  -0.23001
H  -3.26889  0.89399  -0.17587
H  -2.83943  0.48848  -1.79044
H  -3.78948  -0.67962  -0.97891
C  2.50698  0.88340  -0.62772
C  2.24916  -0.01332  0.59826
N  1.24192  0.56612  1.50196
H  2.48559  1.94626  -0.42901
H  3.54448  0.72020  -0.92222
H  1.72789  0.47612  -1.27579
H  1.73695  -0.90269  0.23142
H  3.19481  -0.22022  1.12657
H  0.67563  1.20990  0.95636
H  0.55304  -0.14608  1.71960

The gap between HOMO and LUMO is 6.421 eV. For the highest occupied orbital energy, the calculation gives -2.341 eV. Its multiplicity is 1. The value obtained for the molar mass is 92.19 g mol⁻¹. As for the lowest unoccupied orbital energy: 0.1499 Eh. The charge is -1.

=====

Which of them is the most stable, and which is the least stable? run x and run w, in that order.

=====

Run w
DFT (the ωB97M-V functional and the def2-TZVPD basis) results for a gas-phase ion, C18H30NO3 (charge +1).

Atoms and positions in Å:
C  -1.29206  -2.43868  -0.03772
C  -2.73893  -2.41078  -0.50721
C  -2.84721  -2.66504  -2.00314
N  -3.32448  -1.06938  -0.22190
C  -3.69074  -0.76617  1.17803
C  -4.00203  0.73756  1.25308
O  -4.90503  0.98173  0.20127
C  -2.71021  1.57193  1.13227
O  -2.07583  1.24398  -0.08963
C  -0.72711  1.55140  -0.26656
C  0.03618  2.28900  0.62002
C  1.38311  2.48068  0.35631
C  1.97794  1.95925  -0.78204
C  3.45608  2.07795  -1.00000
C  4.12218  0.76983  -0.55887
O  3.83280  0.57247  0.80989
C  4.11164  -0.72662  1.28237
C  3.11470  -1.75515  0.78472
C  3.34823  -3.20943  1.05945
C  3.45624  -2.68732  -0.33994
C  1.18737  1.24690  -1.67740
C  -0.15327  1.03879  -1.42501
H  -1.20992  -2.30265  1.03716
H  -0.85067  -3.40124  -0.27807
H  -0.70872  -1.66682  -0.53627
H  -3.32805  -3.15427  0.03922
H  -2.44784  -3.64622  -2.24115
H  -3.88261  -2.64051  -2.33496
H  -2.27859  -1.92718  -2.56401
H  -4.16640  -0.90576  -0.78772
H  -2.65171  -0.30094  -0.48382
H  -2.86529  -1.01607  1.84368
H  -4.57124  -1.34665  1.45950
H  -4.45608  0.96307  2.22809
H  -5.20399  1.89704  0.21669
H  -2.06052  1.34128  1.98448
H  -2.95219  2.64190  1.15568
H  -0.39374  2.72191  1.50918
H  1.98064  3.03862  1.05917
H  3.68446  2.25144  -2.05184
H  3.86012  2.89523  -0.40430
H  3.72702  -0.06268  -1.15572
H  5.21027  0.82376  -0.71178
H  4.04754  -0.64417  2.37184
H  5.13373  -1.02761  1.01274
H  2.09337  -1.39258  0.83788
H  2.50371  -3.82947  1.31811
H  4.25845  -3.48462  1.56848
H  2.68548  -2.94815  -1.05036
H  4.44124  -2.62258  -0.77672
H  1.62509  0.84488  -2.57867
H  -0.76875  0.49700  -2.12883

The gap between HOMO and LUMO is 9.059 eV. For the highest occupied orbital energy, the calculation gives -11.405 eV. Its multiplicity is 1. The value obtained for the molar mass is 308.44 g mol⁻¹. As for the lowest unoccupied orbital energy: -0.0862 Eh. The charge is +1.

=====

Run x
DFT (the ωB97M-V functional and the def2-TZVPD basis) results for a gas-phase ion, C18H30NO3 (charge +1).

Atoms and positions in Å:
C  3.14129  3.15764  0.58458
C  3.86543  1.90241  1.04807
C  3.25888  1.34200  2.32475
N  3.76284  0.88712  -0.03804
C  4.64949  -0.29280  0.03012
C  4.30473  -1.18648  -1.17276
O  4.28313  -0.31881  -2.28341
C  2.96114  -1.91308  -0.96249
O  1.98113  -0.96216  -0.59828
C  0.72492  -1.40573  -0.18727
C  0.29634  -2.71854  -0.25460
C  -0.97840  -3.03799  0.18920
C  -1.82640  -2.07214  0.70848
C  -3.21349  -2.41450  1.16492
C  -4.26644  -1.83309  0.21522
O  -4.25993  -0.43324  0.33885
C  -5.14433  0.22069  -0.54763
C  -5.03339  1.70664  -0.32014
C  -3.92671  2.47444  -0.97973
C  -5.34088  2.65538  -1.43723
C  -1.37808  -0.75550  0.76630
C  -0.11685  -0.42148  0.31973
H  3.57505  3.54893  -0.33276
H  3.21960  3.93074  1.34283
H  2.08538  2.95780  0.41859
H  4.92750  2.12057  1.19897
H  3.27200  2.10384  3.09827
H  3.81703  0.48852  2.69872
H  2.22463  1.04548  2.16384
H  3.93710  1.31376  -0.95876
H  2.79597  0.48497  -0.09210
H  4.49042  -0.83269  0.96269
H  5.68957  0.03279  -0.03183
H  5.08343  -1.95278  -1.28732
H  4.16810  -0.81583  -3.10002
H  3.08007  -2.66524  -0.17263
H  2.67339  -2.42281  -1.89103
H  0.92690  -3.49777  -0.65237
H  -1.30732  -4.06434  0.12662
H  -3.34238  -3.49574  1.21175
H  -3.39130  -1.99209  2.15502
H  -4.04129  -2.12506  -0.82371
H  -5.25967  -2.23281  0.47257
H  -6.17641  -0.11978  -0.36491
H  -4.88328  -0.02909  -1.58811
H  -5.31255  2.00161  0.68282
H  -3.45760  3.27479  -0.42844
H  -3.24963  1.93216  -1.62240
H  -5.84642  3.57787  -1.19889
H  -5.62518  2.23960  -2.39168
H  -2.03757  0.00703  1.14700
H  0.22001  0.60476  0.34865

The gap between HOMO and LUMO is 9.002 eV. For the highest occupied orbital energy, the calculation gives -11.324 eV. Its multiplicity is 1. The value obtained for the molar mass is 308.44 g mol⁻¹. As for the lowest unoccupied orbital energy: -0.0854 Eh. The charge is +1.

=====

Which of them is the most stable, and which is the least stable? run x and run w, in that order.